# 1
C39H34Br2N8O2SeSn | the ωB97M-V functional and the def2-TZVPD basis

Structure (XYZ):
```
87
Properties=species:S:1:pos:R:3:mulliken_charge:R:1
Sn 0.397 1.036 -0.363 1.401
C -2.817 1.876 -3.068 -1.526
C -2.393 2.386 -1.719 0.727
C -2.857 1.782 -0.550 -0.202
C -2.514 2.288 0.698 -0.250
C -1.711 3.419 0.799 -0.403
C -1.264 4.041 -0.358 -0.186
C -1.584 3.514 -1.603 -0.655
H -2.880 0.788 -3.078 0.231
H -2.106 2.171 -3.838 0.348
H -3.798 2.279 -3.335 0.447
H -3.511 0.920 -0.625 0.285
H -2.882 1.810 1.598 0.267
H -1.442 3.818 1.769 0.336
H -0.647 4.926 -0.294 0.464
H -1.208 3.991 -2.501 0.220
Br 0.271 -5.429 11.632 -0.236
C 0.684 -4.532 10.006 0.127
C 0.587 -5.221 8.808 -0.423
C 0.895 -4.566 7.626 -0.345
C 1.277 -3.232 7.648 0.093
C 1.376 -2.556 8.855 -0.214
C 1.077 -3.206 10.044 -0.504
N 1.635 -2.598 6.418 -0.535
N 0.764 -1.806 6.016 -0.096
C 1.093 -1.134 4.814 0.461
C 2.261 -0.409 4.682 -0.295
C 2.542 0.326 3.540 -1.183
C 1.669 0.355 2.430 0.247
O 1.921 1.028 1.389 -0.552
C 0.430 -0.420 2.576 -0.042
N -0.438 -0.407 1.536 0.557
C -1.589 -1.022 1.634 -0.217
C -1.960 -1.755 2.775 -1.276
C -1.093 -1.814 3.830 -0.830
C 0.143 -1.131 3.763 0.746
H 0.277 -6.257 8.800 0.384
H 0.838 -5.084 6.678 0.433
H 1.683 -1.519 8.857 0.397
H 1.147 -2.686 10.990 0.379
H 2.964 -0.409 5.508 0.346
H 3.458 0.896 3.459 0.416
H -2.253 -0.949 0.780 0.440
H -2.916 -2.261 2.803 0.410
H -1.343 -2.368 4.726 0.440
Br 2.686 1.450 -2.602 -0.818
O 1.534 -0.660 -0.344 -1.084
C 2.728 6.865 -2.157 -0.884
N 3.699 6.563 -1.134 0.235
C 4.838 7.284 -0.824 -0.378
C 5.471 6.623 0.166 -0.395
N 4.718 5.502 0.457 0.192
C 5.013 4.474 1.429 -0.953
C 3.604 5.456 -0.337 -0.494
Se 2.369 4.139 -0.390 -0.292
H 3.031 7.778 -2.669 0.288
H 1.741 6.996 -1.711 0.285
H 2.664 6.036 -2.862 0.354
H 5.099 8.189 -1.342 0.380
H 6.391 6.842 0.677 0.377
H 5.952 4.720 1.922 0.303
H 5.082 3.506 0.933 0.376
H 4.205 4.407 2.158 0.339
N -1.987 -2.787 -6.667 0.040
C -2.664 -3.727 -7.403 0.632
C -2.821 -3.921 -8.761 -0.921
C -3.601 -5.009 -9.177 -0.407
C -4.190 -5.855 -8.241 -0.409
C -4.029 -5.657 -6.871 -0.704
C -3.256 -4.579 -6.430 0.455
N -2.949 -4.172 -5.168 -0.734
C -2.175 -3.077 -5.309 0.137
C -1.620 -2.290 -4.286 0.983
C -0.827 -1.124 -4.521 -0.910
C -0.350 -0.381 -3.472 -0.647
N -0.576 -0.671 -2.173 0.377
C -1.273 -1.811 -1.941 -0.314
C -1.808 -2.613 -2.909 -0.983
H -1.443 -2.026 -7.023 0.146
H -2.358 -3.258 -9.483 0.361
H -3.744 -5.191 -10.235 0.360
H -4.788 -6.690 -8.589 0.348
H -4.489 -6.321 -6.149 0.412
H -0.578 -0.796 -5.524 0.182
H 0.265 0.494 -3.652 0.210
H -1.386 -2.085 -0.897 0.459
H -2.361 -3.504 -2.641 0.469
```

Properties
* energy relative to the best compared isomer or geometry (same formula, charge and spin): 305.38 kJ/mol
* charge: -2
* E_LUMO (alpha / beta): 3.12 / 3.12 eV
* E_HOMO (alpha / beta): 0.15 / 0.15 eV
* calculated total energy: -9858.81869 a.u.

# 2
C4H12 | the ωB97M-V functional and the def2-TZVPD basis

Structure (XYZ):
```
16
Properties=species:S:1:pos:R:3:mulliken_charge:R:1
C -1.370 -1.593 -0.018 -0.745
C -1.921 -0.291 -0.623 -0.652
H -1.581 -2.518 -0.502 0.336
H -0.320 -1.637 -0.041 0.213
H -1.767 -1.475 1.019 0.201
H -2.249 -0.288 -1.737 0.246
H -1.137 0.454 -0.518 0.087
H -2.639 0.223 0.018 0.323
C 1.500 1.207 1.012 -0.728
C 1.689 0.639 -0.459 -1.015
H 2.492 1.427 1.456 0.308
H 0.932 2.058 1.094 0.302
H 0.950 0.365 1.580 0.173
H 1.282 -0.310 -0.601 0.275
H 2.738 0.431 -0.510 0.371
H 1.401 1.308 -1.168 0.306
```

Properties
* energy relative to the best compared isomer or geometry (same formula, charge and spin): 109.64 kJ/mol
* charge: 0
* E_LUMO: 1.16 eV
* E_HOMO: -11.41 eV
* calculated total energy: -159.54321 a.u.

# 3
C3H9F2K5NO8PS2 | the ωB97M-V functional and the def2-TZVPD basis

Structure (XYZ):
```
31
Properties=species:S:1:pos:R:3:mulliken_charge:R:1
K -14.906 15.044 -19.416 0.966
K -19.777 16.550 -22.541 0.973
K -16.301 17.300 -25.398 0.977
K -15.297 18.034 -17.512 0.909
K -14.811 21.928 -19.163 0.984
N -15.486 17.508 -20.218 -0.125
S -16.898 18.503 -20.334 0.731
O -17.878 18.258 -21.335 -0.494
O -16.697 19.786 -19.744 -0.383
F -17.565 17.770 -19.080 -0.258
S -14.766 18.241 -21.401 0.899
O -14.235 19.531 -21.124 -0.523
O -15.267 17.947 -22.712 -0.476
F -13.460 17.359 -21.432 -0.272
C -20.467 17.858 -14.198 -0.667
O -19.783 18.082 -15.473 -0.273
P -18.516 18.991 -15.513 0.759
O -17.207 18.353 -15.268 -0.716
O -18.479 19.551 -16.991 0.073
C -19.470 20.359 -17.661 -0.642
O -18.853 20.191 -14.557 -0.279
C -17.860 21.148 -14.138 -0.633
H -20.943 16.893 -14.325 0.250
H -21.181 18.646 -13.982 0.282
H -19.760 17.807 -13.371 0.362
H -19.274 20.277 -18.726 0.141
H -19.398 21.373 -17.278 0.298
H -20.459 19.943 -17.471 0.309
H -16.932 20.705 -13.783 0.319
H -18.315 21.685 -13.312 0.271
H -17.681 21.829 -14.971 0.237
```

Properties
* charge: +4
* E_LUMO: -12.00 eV
* E_HOMO: -19.40 eV
* calculated total energy: -5112.41954 a.u.

# 4
C28H18Cl2F5IrN7O2Se | the ωB97M-V functional and the def2-TZVPD basis

Structure (XYZ):
```
64
Properties=species:S:1:pos:R:3:lowdin_spin:R:1
Ir 0.791 -0.901 -0.958 0.000
N -0.596 -3.837 -1.553 0.000
C -1.310 -2.829 -2.061 0.000
N -2.430 -3.110 -2.697 0.000
C -3.106 -2.092 -3.229 0.000
N -4.247 -2.337 -3.847 0.000
N -2.686 -0.789 -3.199 0.000
C -1.591 -0.589 -2.548 0.000
N -0.876 -1.550 -1.906 0.000
C -0.992 0.764 -2.465 0.000
C -1.590 1.873 -3.013 0.000
C -0.944 3.101 -2.904 0.000
C 0.269 3.168 -2.248 0.000
C 0.814 2.005 -1.720 0.000
N 0.192 0.834 -1.832 0.000
H -0.937 -4.757 -1.788 0.000
H 0.327 -3.734 -1.169 0.000
H -4.587 -3.281 -3.929 0.000
H -4.750 -1.585 -4.287 0.000
H -2.537 1.762 -3.522 0.000
H -1.384 3.992 -3.332 0.000
H 0.803 4.102 -2.141 0.000
H 1.760 1.997 -1.199 0.000
F 3.250 2.186 -7.218 0.000
C 2.932 1.809 -6.000 0.000
C 3.531 2.194 -4.866 0.000
F 4.396 3.200 -4.768 0.000
C 3.377 1.408 -3.593 0.000
F 3.867 2.031 -2.533 0.000
C 2.851 0.177 -3.548 0.000
Se 2.748 -1.121 -2.141 0.000
C 2.565 -0.077 -4.934 0.000
F 3.355 -0.910 -5.569 0.000
C 1.844 0.829 -5.669 0.000
F 0.856 1.407 -4.888 0.000
Cl -3.416 -0.222 4.669 0.007
C -2.481 1.196 4.387 0.010
C -2.979 2.445 4.713 0.000
C -2.197 3.564 4.475 0.005
C -0.936 3.451 3.909 0.000
C -0.446 2.200 3.583 0.010
Cl 1.110 2.053 2.852 0.001
C -1.208 1.061 3.834 0.020
N -0.726 -0.233 3.495 0.279
C 0.221 -0.902 4.144 0.109
C 0.812 -0.354 5.322 0.132
C 1.820 -1.023 5.951 0.009
C 2.263 -2.251 5.439 0.241
C 1.665 -2.819 4.303 0.009
C 0.644 -2.187 3.647 0.127
C -0.041 -2.859 2.479 0.014
C 0.217 -2.160 1.173 0.006
O 1.146 -2.537 0.400 0.003
O -0.479 -1.156 0.828 0.000
H -3.964 2.529 5.150 0.000
H -2.579 4.543 4.732 0.000
H -0.329 4.324 3.715 0.000
H -1.087 -0.622 2.624 0.004
H 0.446 0.594 5.694 0.004
H 2.277 -0.613 6.841 -0.003
H 3.065 -2.785 5.932 0.011
H 2.013 -3.784 3.957 -0.003
H -1.122 -2.912 2.628 0.004
H 0.327 -3.879 2.399 0.000
```

Properties
* energy relative to the best compared isomer or geometry (same formula, charge and spin): 0.00 kJ/mol
* charge: +2
* E_LUMO (alpha / beta): -6.37 / -8.30 eV
* multiplicity: 2
* E_HOMO (alpha / beta): -13.53 / -13.53 eV
* calculated total energy: -5536.48781 a.u.
* <S²>: 0.78